Entry 1:
C10H20N2PSY | ωB97M-V/def2-TZVPD

Computed properties:
HOMO level (alpha / beta), eV: -5.4 / -5.7
Frontier orbital gap (alpha / beta), eV: 4.933 / 5.162
2S+1: 1

CARTESIAN COORDINATES (ANGSTROEM)
C -1.147 -2.974 -1.347
C -1.221 -4.148 -0.540
C -2.542 -4.239 -0.025
C -3.323 -3.190 -0.568
C -2.462 -2.354 -1.351
Y -1.045 0.391 -1.186
P 1.244 0.251 -2.635
H -0.274 -2.598 -1.894
H -0.401 -4.835 -0.350
H -2.914 -5.026 0.627
H -2.769 -1.492 -1.960
H -4.383 -3.007 -0.385
H 0.585 0.319 -3.925
H 1.940 -0.991 -2.883
H 2.331 1.135 -2.940
C -1.556 2.307 0.574
N -0.123 1.995 0.171
C 0.686 3.219 -0.002
C 0.423 0.887 0.892
S -0.568 -0.485 1.175
N 1.729 0.931 1.237
C 2.130 1.963 2.225
C 2.397 -0.370 1.420
H -1.732 3.350 0.299
H -1.668 2.175 1.658
H -2.347 1.664 0.066
H 0.851 3.722 0.958
H 1.616 2.964 -0.514
H 0.089 3.875 -0.641
H 2.909 1.554 2.880
H 2.550 2.844 1.728
H 1.269 2.257 2.845
H 2.079 -0.854 2.354
H 2.167 -1.025 0.573
H 3.480 -0.211 1.463

Löwdin charges in e: -0.254, -0.178, -0.176, -0.184, -0.294, 0.814, 0.621, 0.036, 0.069, 0.073, 0.019, 0.070, -0.110, -0.101, -0.109, -0.137, -0.384, -0.077, -0.897, 0.663, -0.253, -0.062, -0.108, 0.087, 0.097, 0.032, 0.081, 0.088, 0.083, 0.086, 0.067, 0.098, 0.081, 0.071, 0.085

=====

Entry 2:
C10H20N3 | ωB97M-V/def2-TZVPD

Computed properties:
Total charge: +1
HOMO level (alpha / beta), eV: -9.5 / -9.4
Frontier orbital gap (alpha / beta), eV: 6.476 / 6.333
2S+1: 1

CARTESIAN COORDINATES (ANGSTROEM)
C -1.289 1.314 -2.541
C -1.217 0.393 -3.456
C 0.003 1.397 -1.848
C 0.149 -0.160 -3.507
C -0.693 -1.927 -0.352
C -1.769 -1.511 1.802
C -0.296 0.921 3.216
C 1.888 1.037 2.401
C 2.048 0.113 -2.040
C 0.409 -0.496 1.244
N 0.819 0.431 -2.491
N -0.596 -1.322 0.913
N 0.645 0.285 2.278
H -2.107 1.764 -2.151
H -1.886 0.074 -4.209
H 0.278 2.463 -1.870
H 0.434 -0.877 -4.268
H 0.210 -2.155 -0.771
H -1.345 -2.735 -0.262
H -1.217 -1.289 -1.075
H -1.714 -0.984 2.725
H -2.694 -1.148 1.189
H -1.715 -2.612 1.912
H -0.685 0.161 3.984
H 0.146 1.601 3.899
H -1.130 1.199 2.515
H 2.371 0.978 3.323
H 2.730 0.528 1.922
H 1.698 1.992 1.848
H 2.569 0.829 -1.449
H 2.638 -0.639 -2.624
H 1.230 -0.633 0.519
H 0.088 1.009 -0.776

Löwdin charges in e: -0.105, -0.077, -0.144, -0.049, -0.032, 0.014, -0.018, -0.034, -0.040, -0.070, -0.214, -0.157, -0.146, 0.074, 0.102, 0.154, 0.124, 0.078, 0.087, 0.106, 0.045, 0.146, 0.117, 0.117, 0.084, 0.125, 0.085, 0.101, 0.132, 0.041, 0.083, 0.145, 0.128

=====

Entry 3:
C10H20N3O2 | ωB97M-V/def2-TZVPD

Computed properties:
Total charge: +1
HOMO level (alpha / beta), eV: -8.4 / -13.0
Frontier orbital gap (alpha / beta), eV: 5.703 / 6.423
2S+1: 3

CARTESIAN COORDINATES (ANGSTROEM)
C -0.273 -1.843 1.412
C -3.423 -0.128 -2.091
C -3.280 0.714 -0.794
C -1.970 -0.611 -2.439
C 3.895 2.251 1.062
C -2.186 0.360 0.347
C -1.235 -1.197 -1.190
C 4.087 1.634 -0.353
C 2.260 0.678 0.653
C 0.865 -2.356 2.237
N 2.688 1.540 1.488
N -0.086 -0.690 0.741
N -0.993 -0.192 -0.214
O -1.366 -2.431 1.433
O 2.924 0.727 -0.440
H -4.130 -0.980 -2.082
H -3.706 0.582 -2.881
H -3.153 1.754 -1.098
H -4.342 0.635 -0.376
H -1.997 -1.268 -3.340
H -1.367 0.189 -2.843
H 4.598 1.775 1.680
H 3.803 3.278 1.038
H -1.908 1.370 0.966
H -2.504 -0.363 1.075
H -1.817 -1.980 -0.817
H -0.257 -1.603 -1.477
H 3.878 2.253 -1.153
H 4.752 0.795 -0.469
H 1.082 -0.103 0.796
H 1.052 -1.576 3.140
H 1.816 -2.320 1.642
H 0.658 -3.242 2.741
H 2.175 1.759 2.345
H -0.539 0.591 -0.737

Löwdin charges in e: -0.526, -0.170, -0.129, -0.139, -0.063, -0.081, -0.122, -0.014, -0.291, 0.012, -0.005, 0.088, -0.140, 0.066, -0.065, 0.124, 0.116, 0.103, 0.138, 0.132, 0.103, 0.111, 0.104, 0.190, 0.112, 0.118, 0.157, 0.105, 0.137, 0.152, 0.148, 0.096, 0.060, 0.163, 0.209

=====

Entry 4:
C10H20NO | ωB97M-V/def2-TZVPD

Computed properties:
Total charge: +1
HOMO level (alpha / beta), eV: -11.5 / -10.7
Frontier orbital gap (alpha / beta), eV: 8.526 / 6.634
2S+1: 1

CARTESIAN COORDINATES (ANGSTROEM)
C 3.083 0.842 -0.529
C 2.099 1.149 0.379
C 3.238 -0.605 -0.605
C 1.780 -0.006 1.076
C -3.383 -0.675 0.773
C -1.274 1.486 0.838
C -0.425 0.714 -1.507
C -2.744 -0.111 -0.458
C -0.498 -0.866 0.307
C -1.258 0.318 -0.211
N 2.534 -1.156 0.595
O 0.100 -1.753 -0.510
H 3.440 1.460 -1.444
H 1.862 2.136 0.752
H 2.822 -0.981 -1.535
H 4.206 -0.904 -0.473
H 1.146 -0.057 1.954
H -4.491 -0.653 0.543
H -3.245 0.027 1.557
H -3.065 -1.650 1.015
H -0.233 1.783 1.072
H -1.876 2.333 0.512
H -1.671 1.121 1.688
H -0.315 0.085 -2.367
H -0.799 1.572 -1.971
H 0.559 0.948 -1.027
H -3.429 0.643 -0.788
H -2.634 -0.835 -1.249
H -0.789 -1.341 1.286
H 1.978 -1.976 0.457
H 3.184 -1.507 1.278
H 0.098 -1.540 -1.411

Löwdin charges in e: -0.059, -0.123, -0.106, -0.105, -0.091, 0.001, -0.002, -0.195, -0.119, -0.457, 0.101, 0.030, 0.162, 0.131, 0.143, 0.106, 0.124, 0.114, 0.059, 0.062, 0.069, 0.110, 0.029, 0.080, 0.074, 0.063, 0.116, 0.114, 0.158, 0.150, 0.184, 0.076

=====

Entry 5:
C10H20NO | ωB97M-V/def2-TZVPD

Computed properties:
Total charge: +1
HOMO level, eV: -13.3
Frontier orbital gap, eV: 9.652
SMILES: C[N+]1=C(C(C)(C)C)OCC1(C)C
2S+1: 1

CARTESIAN COORDINATES (ANGSTROEM)
C 1.151 0.098 -1.604
N 0.888 0.114 -0.240
C -0.571 0.308 0.499
C -1.890 0.508 -0.258
C -2.742 1.312 0.748
C -2.245 -0.980 -0.592
C -1.751 1.261 -1.588
O -0.423 0.213 1.716
C 0.942 -0.054 2.139
C 1.683 -0.488 0.876
C 2.921 0.379 0.755
C 1.935 -1.963 0.739
H 0.684 0.986 -2.025
H 0.614 -0.764 -2.166
H 2.188 0.340 -1.792
H -3.775 1.245 0.427
H -2.719 0.960 1.697
H -2.545 2.350 0.593
H -3.103 -0.989 -1.274
H -2.511 -1.530 0.279
H -1.469 -1.407 -1.239
H -1.351 0.618 -2.380
H -1.005 2.025 -1.315
H -2.722 1.668 -1.895
H 1.008 -0.723 3.116
H 1.304 0.905 2.447
H 3.549 0.129 -0.084
H 3.473 0.332 1.646
H 2.605 1.373 0.607
H 3.016 -2.237 0.699
H 1.601 -2.483 -0.145
H 1.547 -2.571 1.659

Löwdin charges in e: -0.080, -0.019, -0.052, -0.466, 0.004, 0.006, -0.029, 0.124, 0.000, -0.496, -0.024, -0.007, 0.076, 0.131, 0.104, 0.105, 0.055, 0.096, 0.107, 0.087, 0.086, 0.082, 0.099, 0.112, 0.200, 0.129, 0.094, 0.086, 0.089, 0.101, 0.077, 0.124

=====

Entry 6:
C10H20O13Tl | ωB97M-V/def2-TZVPD

Computed properties:
Total charge: +1
HOMO level, eV: -12.1
Frontier orbital gap, eV: 3.367
2S+1: 1

CARTESIAN COORDINATES (ANGSTROEM)
Tl 0.760 0.751 3.425
O 0.951 -0.156 1.570
H 0.736 -0.370 0.641
O 3.023 -0.581 1.018
C 3.537 0.069 2.102
O 2.788 0.814 2.735
O 4.726 0.001 2.428
H 2.091 -0.557 1.245
C -3.967 0.360 3.742
O -3.544 0.107 2.450
C -2.252 -0.076 2.187
O -1.335 0.611 2.623
O -2.198 -1.018 1.275
C -0.986 -1.592 0.769
H -5.006 0.087 3.923
H -3.981 1.422 3.984
H -3.319 0.163 4.596
H -0.054 -1.201 1.178
H -0.780 -1.543 -0.301
H -1.079 -2.649 1.019
C 0.065 3.549 -3.559
O 0.152 2.316 -2.804
C 0.977 2.050 -1.836
O 1.871 2.812 -1.425
O 0.771 0.761 -1.603
C 1.503 0.216 -0.522
H -0.939 3.942 -3.713
H 0.507 3.267 -4.515
H 0.615 4.359 -3.080
H 2.524 -0.020 -0.821
H 1.173 -0.681 0.001
H 1.725 0.926 0.274
C -1.219 -0.692 -3.538
O -0.163 -1.385 -2.902
C -0.133 -1.390 -1.599
O -0.557 -0.493 -0.913
O 0.644 -2.492 -1.150
C 1.116 -2.444 0.215
H -0.967 0.016 -4.329
H -1.866 -0.274 -2.767
H -1.765 -1.554 -3.921
H 0.461 -2.049 0.992
H 2.071 -1.931 0.328
H 1.322 -3.450 0.580

Löwdin charges in e: 1.445, -0.365, -0.066, 0.027, -0.673, -0.038, 0.216, -0.109, -0.059, 0.058, -0.509, -0.028, 0.145, -0.076, 0.114, 0.097, 0.104, 0.020, -0.008, 0.153, 0.014, 0.012, -0.546, 0.122, 0.039, -0.031, 0.096, 0.103, 0.097, 0.179, 0.035, 0.145, 0.012, 0.080, -0.500, 0.048, 0.095, -0.064, 0.112, 0.109, 0.111, 0.027, 0.104, 0.151

=====

Entry 7:
C10H20Si | ωB97M-V/def2-TZVPD

Computed properties:
HOMO level (alpha / beta), eV: -7.6 / -6.2
Frontier orbital gap (alpha / beta), eV: 7.971 / 5.871
2S+1: 1

CARTESIAN COORDINATES (ANGSTROEM)
C -4.117 -0.209 0.095
C -2.461 -1.021 -2.910
C -3.195 -1.010 -0.434
C -2.489 -0.809 -1.593
C -0.580 2.644 0.470
C 2.510 -1.715 -0.881
C 1.959 0.546 2.433
C 0.094 1.680 -0.493
C 1.141 -1.111 -1.179
C 0.770 -0.294 1.983
Si 0.315 -0.098 0.194
H -4.748 -0.521 0.945
H -4.384 0.638 -0.560
H -1.671 -0.689 -3.515
H -3.162 -1.694 -3.431
H -2.617 -1.765 0.240
H 0.184 2.817 1.170
H -0.876 3.564 0.036
H -1.556 2.285 0.968
H 2.272 -2.680 -0.325
H 3.005 -2.158 -1.860
H 3.245 -1.148 -0.351
H 2.073 0.332 3.435
H 2.945 0.504 1.892
H 1.696 1.518 2.225
H 1.082 2.260 -0.767
H -0.455 1.591 -1.511
H 0.670 -2.037 -1.411
H 1.172 -0.424 -2.026
H -0.023 0.102 2.664
H 0.880 -1.366 2.197

Löwdin charges in e: -0.018, -0.009, -0.301, -0.127, -0.203, -0.195, -0.161, -0.378, -0.377, -0.358, 0.807, 0.062, 0.069, 0.019, 0.064, 0.127, 0.027, 0.047, 0.098, 0.081, 0.102, 0.036, 0.043, 0.093, 0.017, 0.102, 0.080, 0.043, 0.061, 0.083, 0.066

=====

The max |F| results, record by record, are as follows: 2.558 4.836 7.278 3.895 9.415 7.647 3.881 eV/Å.
The DFT total energy results, record by record, are as follows: -34835.22819 -15153.54546 -19244.70580 -14220.89711 -14222.80317 -41976.04742 -18565.86039 eV.
The ΔE to the lowest compared entry with this formula, charge and spin results, record by record, are as follows: 22.8 127.5 14.1 104.7 60.7 355.3 116.4 kcal per mole.